# 1
Formula: C6H12O
Source: the OMol25 dataset
Level of theory: the ωB97M-V functional and the def2-TZVPD basis

Last column: natural (NBO) charge in e.
Geometry (Å):
C: 0.2726 0.3194 2.0900  -0.60
C: 0.2988 -0.3323 0.7053  -0.25
C: 0.3640 -1.8594 0.8290  -0.60
C: -0.9486 0.0270 -0.0750  0.07
O: -1.2625 1.3745 -0.3942  -0.50
C: -1.0352 0.4714 -1.4746  0.06
C: 0.0856 0.9051 -2.3924  -0.64
H: 1.1856 0.0844 2.6493  0.21
H: 0.1833 1.4065 2.0085  0.22
H: -0.5789 -0.0504 2.6764  0.20
H: 1.1859 0.0200 0.1637  0.20
H: -0.5123 -2.2417 1.3706  0.20
H: 1.2528 -2.1686 1.3890  0.21
H: 0.3889 -2.3505 -0.1503  0.21
H: -1.8317 -0.4992 0.3075  0.17
H: -1.9398 0.1522 -1.9996  0.17
H: 0.8654 1.4181 -1.8242  0.22
H: -0.3332 1.6297 -3.0994  0.22
H: 0.5327 0.0939 -2.9763  0.21

Its energy relative to the best compared isomer or geometry (same formula, charge and spin) is 114.9 kJ/mol. The charge is 0.

---

# 2
Formula: C6H12O
Source: the OMol25 dataset
Level of theory: the ωB97M-V functional and the def2-TZVPD basis

Last column: natural (NBO) charge in e.
Geometry (Å):
C: 2.6763 -0.1335 -0.3483  -0.65
C: 1.8515 0.3888 0.7817  -0.27
C: 0.6143 0.0005 1.0667  0.12
O: -0.0092 -1.0134 0.4127  -0.52
C: -1.4240 -0.9553 0.4334  -0.06
C: -1.9576 0.2693 -0.2928  -0.43
C: -1.3007 0.4954 -1.6430  -0.61
H: 3.4493 -0.8166 0.0190  0.22
H: 2.0575 -0.6707 -1.0723  0.22
H: 3.1884 0.6926 -0.8511  0.21
H: 2.3150 1.1050 1.4514  0.21
H: 0.0456 0.4236 1.8914  0.17
H: -1.8003 -0.9790 1.4693  0.17
H: -1.7315 -1.8788 -0.0632  0.19
H: -3.0420 0.1600 -0.4054  0.21
H: -1.7979 1.1664 0.3078  0.20
H: -0.2001 0.5583 -1.5510  0.22
H: -1.6868 1.4266 -2.0757  0.21
H: -1.5628 -0.3363 -2.3032  0.20

Its energy relative to the best compared isomer or geometry (same formula, charge and spin) is 109.9 kJ/mol. The charge is 0.

---

# 3
Formula: C6H12O
Source: the OMol25 dataset
Level of theory: the ωB97M-V functional and the def2-TZVPD basis

Last column: natural (NBO) charge in e.
Geometry (Å):
C: -0.6298 -1.3828 2.8053  -0.65
C: -0.0274 -0.4827 1.7637  -0.15
C: -0.1113 -0.6103 0.4451  -0.26
C: 0.6958 0.1953 -0.4746  -0.24
C: 0.8780 -0.1920 -1.7318  -0.15
C: 1.8996 0.3325 -2.6840  -0.66
H: 0.0399 -2.1769 3.1425  0.22
H: -0.8944 -0.7882 3.6753  0.22
H: -1.5484 -1.8428 2.4209  0.22
H: 0.4473 0.3940 2.2044  0.18
H: -0.4748 -1.5715 0.0905  0.21
H: 1.1361 1.1088 -0.0692  0.20
H: 0.1734 -0.9102 -2.1361  0.20
H: 2.9002 0.4539 -2.2831  0.22
H: 1.6072 1.3118 -3.0753  0.22
H: 1.9014 -0.3073 -3.5626  0.22
O: -2.2129 1.6933 -0.1439  -0.94
H: -1.3727 1.2787 0.1105  0.48
H: -2.0692 2.6186 0.0992  0.46

Its energy relative to the best compared isomer or geometry (same formula, charge and spin) is 157.4 kJ/mol. The charge is 0.

---

# 4
Formula: C6H12O
Source: the OMol25 dataset
Level of theory: the ωB97M-V functional and the def2-TZVPD basis

Last column: natural (NBO) charge in e.
Geometry (Å):
C: -1.8697 -1.4118 -0.3336  -0.43
C: -2.0931 -0.1080 -0.5011  -0.17
C: -1.1390 1.0460 -0.2990  -0.47
C: 0.1775 0.7524 0.4336  0.11
O: -0.0345 0.0150 1.6286  -0.73
C: 1.2315 0.0920 -0.4624  -0.42
C: 2.5082 -0.2552 0.2955  -0.61
H: -2.6622 -2.1341 -0.5088  0.21
H: -0.9097 -1.8120 -0.0174  0.20
H: -3.0932 0.1984 -0.8111  0.20
H: -1.6812 1.8265 0.2506  0.22
H: -0.9067 1.4865 -1.2789  0.23
H: 0.5966 1.7189 0.7529  0.17
H: -0.9093 -0.3832 1.5876  0.48
H: 1.4611 0.7969 -1.2727  0.20
H: 0.8229 -0.8056 -0.9419  0.20
H: 2.9344 0.6336 0.7762  0.20
H: 2.2999 -0.9872 1.0798  0.22
H: 3.2665 -0.6692 -0.3777  0.21

Its energy relative to the best compared isomer or geometry (same formula, charge and spin) is 97.4 kJ/mol. The charge is 0.

---

Number 1: total energy -8463.1634 eV, HOMO-LUMO gap 0.4072 Eh. Number 2: total energy -8463.2149 eV, HOMO-LUMO gap 0.3541 Eh. Number 3: total energy -8462.7226 eV, HOMO-LUMO gap 0.3459 Eh. Number 4: total energy -8463.3444 eV, HOMO-LUMO gap 0.4053 Eh.